[1]
DFT (ωB97M-V/def2-TZVPD) results for a structure of composition ClRb.

XYZ file:
```
2
Properties=species:S:1:pos:R:3
Rb -0.49542 -0.38883 -1.34685
Cl 0.49542 0.38883 1.34685
```

- energy relative to the best compared isomer or geometry (same formula, charge and spin) (kJ/mol) = 2.2
- multiplicity = 1
- frontier orbital gap (eV) = 7.1
- LUMO (eV) = -0.91

Formally, the Löwdin partial charges of the atoms, in units of the elementary charge, are as follows:
1. Rb 0.7759
2. Cl -0.7759

***

[2]
DFT (ωB97M-V/def2-TZVPD) results for the molecule C3H4FNO2.

XYZ file:
```
11
Properties=species:S:1:pos:R:3
C -0.56466 0.19042 -0.03709
C 1.20416 0.05432 1.80747
C -0.52631 -0.70992 -2.08598
N 0.07441 0.49844 1.13194
O -1.60198 0.83199 -0.24679
O 0.06156 -0.58599 -0.92784
F 0.08569 -1.11198 -3.18597
H 1.67285 -0.78637 1.54428
H 1.61103 0.60988 2.62487
H -1.42269 -0.10427 -2.23518
H -0.59408 1.11348 1.61029
```

- energy relative to the best compared isomer or geometry (same formula, charge and spin) (kJ/mol) = 376.5
- multiplicity = 1
- frontier orbital gap (spin up / spin down) (eV) = 8.5 / 7.8
- LUMO (spin up / spin down) (eV) = 0.73 / 0.10

These are the natural (NBO) partial charges, in e, on atoms 1 to 5:
1. C 0.8501
2. C -0.2025
3. C 0.4432
4. N -0.5917
5. O -0.6457

***

[3]
DFT (ωB97M-V/def2-TZVPD) results for a cluster of 2 separate species, C2H3FS2 in total.

XYZ file:
```
8
Properties=species:S:1:pos:R:3
C -1.88156 -0.54052 -0.66075
C -2.33849 0.37695 -0.06194
F 1.17094 1.21580 0.28896
S 1.75823 -1.57759 -0.11007
S 2.49593 0.19091 0.02536
H -1.15792 -1.16808 -1.10799
H 3.06955 0.50597 1.26825
H -3.11668 0.99655 0.35818
```

- energy relative to the best compared isomer or geometry (same formula, charge and spin) (kJ/mol) = 299.5
- multiplicity = 1
- frontier orbital gap (eV) = 8.9
- LUMO (eV) = -0.48

These are the natural (NBO) partial charges, in e, on atoms 1 to 5:
1. C -0.2300
2. C -0.2364
3. F -0.5101
4. S -0.3325
5. S 0.7582

***

[4]
DFT (ωB97M-V/def2-TZVPD) results for a structure of composition C28H36FMoN4S.

XYZ file:
```
71
Properties=species:S:1:pos:R:3
Mo 0.16187 -1.07630 0.41175
C 1.74917 -2.90420 1.95225
C 2.38327 -1.73790 2.70895
C 1.37657 -1.04960 3.63645
C 3.06497 -0.85440 1.68495
C 4.43887 -0.93360 1.56095
C 5.10947 -0.25350 0.55105
C 4.39037 0.42970 -0.42005
C 3.01117 0.54180 -0.35315
C 2.22597 1.06810 -1.52945
C 2.09567 -0.11670 -2.50275
C 2.84897 2.27130 -2.23615
C 2.32847 -0.03640 0.76485
N 1.03177 0.38300 1.13675
C 0.57357 1.62570 1.46795
C 0.85187 2.84300 0.97275
C -0.32153 3.77050 1.10025
C -2.67233 3.01080 1.83425
C -3.00743 1.82810 1.33715
C -1.82333 0.89590 1.31215
F -2.13643 -0.35790 1.86065
H 1.15467 -3.52820 2.61935
H 2.50257 -3.52740 1.46985
H 1.05807 -2.51060 1.11795
H 3.17537 -2.15490 3.34165
H 0.37397 -1.00100 3.18475
H 1.71457 -0.04760 3.89705
H 1.29367 -1.61510 4.56285
H 5.00117 -1.52910 2.26455
H 6.18607 -0.30760 0.49225
H 4.92017 0.87350 -1.24695
H 1.21487 1.35150 -1.19805
H 3.07477 -0.44130 -2.84085
H 1.51517 0.16210 -3.37685
H 1.60277 -0.97180 -2.00495
H 3.81917 2.03850 -2.66005
H 2.97217 3.10610 -1.55245
H 2.20377 2.58780 -3.05055
H 1.74777 3.12510 0.44645
H -0.01833 4.77350 1.40135
H -3.33683 3.84880 1.96445
H -3.98053 1.50500 1.01785
C -1.32553 5.25580 -0.68265
C -1.05563 3.87820 -0.22585
C -1.21543 3.08720 2.18515
C -0.76173 1.62090 2.17525
N -1.27803 0.53920 0.01575
C -1.17443 1.41830 -0.94145
C -1.39343 2.82650 -1.01875
H -1.88533 5.79980 0.07825
H -1.88053 5.28800 -1.61555
H -0.39063 5.80630 -0.81255
H -1.04203 3.57360 3.14455
H -0.73693 1.17020 3.17095
H -0.93123 0.96590 -1.90655
H -1.76163 3.11360 -1.99845
C -1.88363 -3.87010 -3.38025
N -2.79763 -3.86420 -2.27665
C -4.13103 -4.45050 -2.40945
C -4.74733 -4.25830 -1.01015
N -3.68683 -3.55860 -0.29225
C -2.62223 -3.40390 -1.05985
S -1.11243 -2.78310 -0.47045
H -2.34513 -3.38760 -4.24305
H -1.64393 -4.89730 -3.66075
H -0.96553 -3.34590 -3.11965
H -4.03783 -5.50250 -2.69335
H -4.68753 -3.93390 -3.19605
H -4.96953 -5.20600 -0.51455
H -5.65513 -3.65350 -1.02535
H -3.75783 -3.31270 0.68225
```

- multiplicity = 1
- frontier orbital gap (spin up / spin down) (eV) = 6.3 / 6.3
- total charge = +3
- LUMO (spin up / spin down) (eV) = -10.97 / -10.97

These are the Löwdin partial charges, in e, on atoms 1 to 5:
1. Mo 1.3174
2. C -0.0166
3. C -0.3457
4. C -0.0381
5. C -0.1135

***

[5]
DFT (ωB97M-V/def2-TZVPD) results for a structure of composition C6H31B4NO2Sn.

XYZ file:
```
45
Properties=species:S:1:pos:R:3
Sn 0.36078 -6.63047 -11.67691
B 2.68786 -6.33660 -12.19778
H 2.28942 -6.06517 -11.23248
H 2.61097 -7.37374 -12.48532
H 2.36436 -5.81860 -13.08731
H 3.71630 -6.01507 -12.14158
B 0.15666 -6.77784 -14.03837
H -0.64596 -6.68128 -13.32371
H 0.51159 -5.76155 -14.11214
H 0.95036 -7.36406 -13.60178
H -0.22566 -7.29224 -14.90640
B -0.94693 -8.58415 -12.31477
H -1.05529 -8.92487 -11.29673
H 0.10844 -8.46545 -12.50546
H -1.38206 -9.32393 -12.96872
H -1.35355 -7.59381 -12.44949
B 1.89605 -8.15825 -10.55675
H 2.70668 -8.85545 -10.70178
H 1.24889 -8.19419 -11.41937
H 1.37030 -8.31432 -9.62751
H 2.29006 -7.15951 -10.44932
C 1.95013 -5.71283 -8.41914
O 1.52416 -5.23949 -9.65788
C 1.32296 -3.78933 -9.86117
C 1.18899 -3.33555 -11.36358
N 0.25253 -4.19486 -12.05786
C -1.15663 -3.86015 -11.67524
C -2.21288 -4.81650 -12.37849
O -2.12526 -6.16584 -11.81836
C -3.27277 -6.94255 -12.29818
H 1.24763 -5.61584 -7.59138
H 2.83457 -5.10186 -8.23858
H 2.31886 -6.73718 -8.47236
H 2.20560 -3.28785 -9.46423
H 0.42543 -3.43458 -9.35453
H 2.18994 -3.46053 -11.77660
H 0.97712 -2.29275 -11.59977
H 0.43943 -3.88751 -13.00164
H -1.48379 -2.89570 -12.06373
H -1.10283 -4.02312 -10.59884
H -1.96924 -4.87684 -13.43920
H -3.22419 -4.44134 -12.22160
H -3.30046 -7.87782 -11.73908
H -3.21853 -7.27525 -13.33474
H -4.21242 -6.39730 -12.20956
```

- energy relative to the best compared isomer or geometry (same formula, charge and spin) (kJ/mol) = 1085.6
- multiplicity = 1
- frontier orbital gap (eV) = 4.2
- total charge = -2
- LUMO (eV) = 5.16

These are the natural (NBO) partial charges, in e, on atoms 1 to 5:
1. Sn 1.3106
2. B -0.9462
3. H 0.0414
4. H 0.0253
5. H 0.0152

***

[6]
DFT (ωB97M-V/def2-TZVPD) results for the ion C5H5N2O with charge +1.

XYZ file:
```
13
Properties=species:S:1:pos:R:3
C -0.09850 -1.56524 -0.20519
C 0.40974 0.70326 0.18238
C 2.85777 0.70979 -0.07600
C -0.51574 -0.19961 -0.59675
C -1.86222 0.02643 0.13332
N 1.68032 0.88279 0.19859
N 0.30108 -2.53669 0.22120
O 4.15673 0.58537 -0.12884
H 0.05336 1.31808 0.97988
H -0.38087 -0.19661 -1.64312
H -1.95459 -0.52524 1.14046
H -2.57086 -0.35691 -0.60113
H -2.07623 1.15457 0.39518
```

- energy relative to the best compared isomer or geometry (same formula, charge and spin) (kJ/mol) = 0.0
- ⟨S²⟩ = 2.05
- multiplicity = 3
- frontier orbital gap (spin up / spin down) (eV) = 9.3 / 5.4
- total charge = +1
- LUMO (spin up / spin down) (eV) = -5.19 / -10.93

These are the natural (NBO) partial charges, in e, on atoms 1 to 5:
1. C 0.2349
2. C 0.0946
3. C 0.7665
4. C -0.3266
5. C -0.6033

***

E_tot per entry: -13178.6748; -11474.4906; -26506.7507; -50959.3416; -20827.9633; -10279.0679 eV
Max |F| per entry: 0.41; 4.40; 2.65; 2.07; 4.86; 7.13 eV Å⁻¹